1.
Entry from the OMol25 dataset: C23H44AlCaCsF5KNO5Si2 as an isolated structure in a non-equilibrium geometry (ωB97M-V/def2-TZVPD).

Each line ends with the Mulliken charge.
Positions of all 84 atoms, in Å:
1 C -0.4646 0.5170 -0.5210  -0.8743
2 C 0.2989 -0.9255 -0.6177  0.6118
3 C 1.6251 -0.9819 0.2867  -0.9497
4 C 2.7135 -2.1113 -0.1905  0.8195
5 C 2.7976 -3.2719 0.9239  -1.0214
6 C 2.7794 -4.7766 0.3477  -0.4537
7 C 1.3032 -5.4729 0.3648  -1.1247
8 C 0.2874 -4.4537 -0.3613  0.9313
9 C -0.9441 -5.2630 -1.0118  -0.8244
10 C -1.0634 -5.1305 -2.5932  0.0739
11 C -0.0819 -5.3584 -3.5925  0.5496
12 C 1.4710 -5.7827 -3.4028  -0.1369
13 C 2.3198 -4.5536 -4.0629  -0.7156
14 O 1.6102 -3.3394 -3.6809  -0.0125
15 C 2.3818 -2.1675 -3.9201  0.4751
16 C 3.8884 -1.9217 -3.4526  -0.8564
17 O 1.7917 -1.2233 -4.5227  -0.5947
18 C -0.7379 -5.0998 -5.0429  0.5877
19 O -0.1229 -5.2418 -6.1314  -0.5723
20 O -2.1251 -4.7361 -4.8855  -0.2871
21 C -2.3336 -4.7010 -3.4763  -0.0284
22 O -3.3687 -4.3670 -2.8630  -0.5021
23 H -0.1827 1.0234 0.4754  0.2531
24 H -1.5990 0.2913 -0.4692  0.1568
25 H -0.2870 1.1745 -1.4362  0.2859
26 H 0.5755 -1.1599 -1.7102  -0.1546
27 H -0.4948 -1.7084 -0.3123  -0.0779
28 H 1.3614 -1.1266 1.4046  0.2587
29 H 2.1677 0.0214 0.2173  0.2715
30 H 3.7520 -1.6005 -0.2356  0.5595
31 H 2.4805 -2.4772 -1.2456  -0.9546
32 H 3.8112 -3.1326 1.4630  0.4080
33 H 1.9782 -3.1906 1.7163  0.3452
34 H 3.2491 -4.8931 -0.6897  0.1087
35 H 3.4148 -5.4333 1.0575  0.3492
36 H 0.9483 -5.6877 1.4453  0.3649
37 H 1.3416 -6.4790 -0.2043  0.4018
38 H -0.1438 -3.7764 0.4687  0.4342
39 H 0.8013 -3.8680 -1.1932  -0.5757
40 H -0.8091 -6.3830 -0.7832  0.3736
41 H -1.9404 -4.9311 -0.5390  0.2773
42 H 1.7136 -6.7719 -3.9171  0.4766
43 H 1.7005 -5.8456 -2.2708  -0.2864
44 H 2.2200 -4.7031 -5.2070  0.3602
45 H 3.4227 -4.5718 -3.7720  0.4521
46 H 3.9422 -0.9660 -2.8042  0.2690
47 H 4.2460 -2.7980 -2.8150  0.2572
48 H 4.5973 -1.7573 -4.3382  0.3182
49 C 2.3004 4.9375 4.3289  -0.9926
50 Si 0.6719 5.7053 3.7634  0.1060
51 C 1.1014 7.0754 2.5542  -0.9908
52 C -0.1275 6.4769 5.2812  -0.8787
53 N -0.2978 4.4593 3.0525  0.1208
54 Si -1.8500 4.7934 2.4266  0.0155
55 C -1.8218 6.0214 1.0073  -1.0000
56 C -3.0441 5.4167 3.7377  -1.5393
57 C -2.5711 3.1792 1.7450  -1.4828
58 H 2.9393 5.6988 4.7855  0.3054
59 H 2.1212 4.1524 5.0681  0.2636
60 H 2.8363 4.5040 3.4811  0.2788
61 H 1.8869 7.7131 2.9706  0.3682
62 H 0.2410 7.7159 2.3435  0.2869
63 H 1.4689 6.6624 1.6117  0.2766
64 H -0.4937 5.7052 5.9654  0.2380
65 H -0.9647 7.1294 5.0119  0.0736
66 H 0.5990 7.0887 5.8230  0.3958
67 H -1.6265 7.0373 1.3568  0.2135
68 H -2.7923 6.0353 0.4935  0.3996
69 H -1.0589 5.7509 0.2742  0.2563
70 H -3.0091 4.7850 4.6296  0.1483
71 H -4.0731 5.4002 3.3513  0.4917
72 H -2.8240 6.4411 4.0277  0.5752
73 H -2.6474 2.4289 2.5345  0.0445
74 H -1.9384 2.7810 0.9431  0.1462
75 H -3.5686 3.3547 1.3410  0.9752
76 Cs -3.4154 1.7104 4.2471  1.0337
77 K -3.9502 7.8552 3.9143  1.0122
78 F -3.0067 1.8776 -2.7491  -0.4492
79 Al -4.1000 0.4828 -2.5919  0.8397
80 F -4.0463 -0.5009 -4.0574  -0.3957
81 F -5.7527 1.0858 -2.3166  -0.4634
82 F -3.6007 -0.4838 -1.1865  -0.3691
83 Ca -4.6139 2.8528 0.3828  1.1580
84 F -5.2640 -2.2158 -1.4508  -0.4888

Calculated values
Orbital gap, eV: 2.56
LUMO level, eV: -6.489
HOMO, eV: -9.0
Net charge: +1


2.
Entry from the OMol25 dataset: a 8-piece molecular cluster, C20H24Cl21F5N2O11P2S overall in a non-equilibrium geometry (ωB97M-V/def2-TZVPD).

Each line ends with the Mulliken charge.
Positions of all 86 atoms, in Å:
1 C 5.2940 1.2460 1.7418  -1.7246
2 C 3.9426 0.9206 2.3634  0.2679
3 N 3.6970 1.2646 3.5472  -0.3936
4 C 3.0134 0.1212 1.4961  -2.1043
5 C 1.5034 0.2140 1.7035  1.8030
6 P 1.2413 -0.3223 3.5226  0.8148
7 O 2.3333 -1.1839 4.0194  -0.8385
8 C 0.7678 1.5092 1.2051  1.1609
9 C 1.4644 2.7572 1.8591  -0.8616
10 C 2.4422 3.5570 1.0199  -0.7356
11 O 3.6315 3.6181 1.2019  -0.4702
12 P 0.9399 1.8454 -0.7049  0.0006
13 O 2.4438 1.4121 -1.1695  -0.5935
14 O -0.0530 0.8211 -1.4802  -0.5017
15 C -0.7513 1.6070 1.4367  0.2311
16 C -1.3112 2.8446 0.6413  -0.4927
17 O -1.0452 3.9714 0.9497  -0.5208
18 N -2.2382 2.5485 -0.4202  0.4846
19 C -2.4191 3.6793 -1.2368  0.4542
20 O -3.2339 4.5765 -1.0898  -0.5483
21 F -1.6041 3.6641 -2.2877  -0.2152
22 C -1.3780 1.7639 2.8564  1.0003
23 F -1.6660 0.5918 3.4112  -0.3044
24 F -2.6207 2.2911 2.6124  -0.3429
25 C -0.7817 2.6892 3.9554  -0.0113
26 F -1.1601 3.9506 3.7081  -0.2660
27 F -1.3398 2.3345 5.1178  -0.3309
28 O -1.5320 0.5281 0.8597  0.0611
29 S -0.9732 -0.9673 0.7743  1.6400
30 O -1.5172 -1.7881 1.8038  -0.7088
31 O -1.2797 -1.4632 -0.5288  -0.6555
32 C 0.9000 -1.0168 0.9219  -0.4171
33 O 1.1367 -2.1718 1.6236  -0.6233
34 O 1.4214 -1.1517 -0.3524  -0.0881
35 H 5.4701 2.3091 1.7579  0.3996
36 H 6.0421 0.8005 2.3899  0.4596
37 H 5.4170 0.8273 0.7515  0.3724
38 H 4.4637 1.7875 3.9559  0.2719
39 H 3.3450 0.2223 0.4771  0.6124
40 H 3.2650 -0.9167 1.7258  0.8385
41 H 0.0665 -1.0907 3.5626  0.0291
42 H 1.1629 0.8225 4.3406  0.0120
43 H 1.8864 2.4163 2.7956  0.3978
44 H 0.7252 3.5022 2.1374  0.6123
45 H 1.9985 4.1975 0.2452  0.5374
46 H 2.4671 0.6599 -1.7655  0.2901
47 H 0.3882 0.1237 -1.9761  0.3387
48 H -3.1435 2.4057 0.0493  -0.2586
49 H 0.2921 2.6896 4.0827  0.3054
50 H 0.9858 -2.9209 1.0326  0.3455
51 H 2.1785 -1.7350 -0.2771  0.2747
52 C 0.5582 -5.1480 -1.5028  -0.0992
53 Cl 2.0175 -4.1632 -1.3312  -0.0165
54 Cl -0.0566 -5.6029 0.0875  -0.1297
55 Cl -0.6670 -4.2986 -2.4329  -0.0696
56 H 0.8302 -6.0487 -2.0379  0.3806
57 C 5.1148 -6.3651 -0.5372  -0.0077
58 Cl 6.8204 -6.8020 -0.5181  -0.1219
59 Cl 4.9028 -4.6576 -0.1361  -0.0917
60 Cl 4.3939 -6.7455 -2.1056  -0.0892
61 H 4.6071 -6.9507 0.2169  0.2921
62 C -6.6048 2.0158 0.0553  -0.1176
63 Cl -7.8477 2.1765 1.2933  -0.0730
64 Cl -6.3659 3.5341 -0.7979  -0.1032
65 Cl -5.0901 1.4495 0.7845  -0.0908
66 H -6.9297 1.2719 -0.6592  0.3453
67 C -8.0211 2.4026 5.0861  0.1420
68 Cl -9.5609 2.1556 4.2576  -0.1367
69 Cl -8.2555 3.2991 6.5866  -0.1280
70 Cl -7.2238 0.8606 5.3939  -0.1142
71 H -7.3824 2.9882 4.4383  0.2326
72 C -2.3739 7.0288 -3.5412  0.6807
73 Cl -0.6106 6.9519 -3.5476  -0.1412
74 Cl -2.9322 8.5093 -2.7613  -0.1318
75 Cl -3.0111 6.9091 -5.1836  -0.1377
76 H -2.7447 6.1865 -2.9709  -0.2677
77 C 1.1864 -4.2440 -6.0138  -0.1521
78 Cl 2.1444 -5.1794 -4.8610  -0.0052
79 Cl 0.6959 -2.7082 -5.2993  -0.1035
80 Cl 2.0939 -3.9758 -7.5094  -0.1420
81 H 0.2944 -4.8051 -6.2521  0.3756
82 C 0.8014 -8.5373 -7.7978  -0.0179
83 Cl -0.9300 -8.8168 -7.9904  -0.1251
84 Cl 1.1798 -6.8166 -7.9355  -0.0511
85 Cl 1.3699 -9.1765 -6.2543  -0.1151
86 H 1.3183 -9.0605 -8.5905  0.3221

Calculated values
Orbital gap, eV: 8.63
LUMO level, eV: -0.339
HOMO, eV: -9.0
SMILES: [H]/N=C(\C)C[C@]1([PH2]=O)C(O)(O)S(=O)(=O)O[C@@](C(=O)NC(=O)F)(C(F)(F)C(F)F)[C@]1(CC=O)P(O)O.ClC(Cl)Cl.ClC(Cl)Cl.ClC(Cl)Cl.ClC(Cl)Cl.ClC(Cl)Cl.ClC(Cl)Cl.ClC(Cl)Cl


3.
Entry from the OMol25 dataset: a 2-piece molecular cluster, C4H8O2 overall (ωB97M-V/def2-TZVPD).

Each line ends with the Mulliken charge.
Positions of all 14 atoms, in Å:
1 C 2.0117 -0.2570 -0.5365  -0.5306
2 O 1.1474 0.1219 0.5528  -0.1022
3 C 0.4264 1.1767 0.3569  -0.4084
4 C -1.6439 -0.8806 -0.7433  -0.9627
5 C -0.4284 1.4628 1.5363  0.2981
6 O -1.6159 1.2336 1.6179  -0.4496
7 H 2.9306 -0.6465 -0.0989  0.2647
8 H 1.5041 -1.0404 -1.1015  0.2576
9 H 2.1980 0.6138 -1.1649  0.3390
10 H -1.0795 -0.0557 -1.1863  0.2108
11 H -2.2636 -1.3421 -1.5117  0.3149
12 H -0.9561 -1.6230 -0.3293  0.2091
13 H -2.2580 -0.4798 0.0605  0.2446
14 H 0.0983 2.0712 2.3064  0.3147

Calculated values
Orbital gap, eV: 9.20
LUMO level, eV: 0.272
HOMO, eV: -8.9
Energy above the lowest of the compared OMol25 structures with the same formula, charge and spin, eV: 4.256


4.
Entry from the OMol25 dataset: C21H25F4O21Pb as an isolated structure in a non-equilibrium geometry (ωB97M-V/def2-TZVPD).

Each line ends with the Mulliken charge.
Positions of all 72 atoms, in Å:
1 Pb -31.5998 9.6708 21.0564  1.2423
2 O -25.1084 12.0171 21.3679  -0.3795
3 C -26.3734 11.5916 21.2122  0.8122
4 O -27.2321 11.9664 22.0166  -0.5085
5 O -26.7172 10.8528 20.2527  -0.4856
6 H -25.2809 12.7147 22.0043  0.3185
7 C -25.3056 18.4582 18.6908  -1.3842
8 C -26.2551 19.5089 18.0450  0.4388
9 C -27.6743 19.4668 18.5899  -0.4600
10 O -27.9746 20.8095 18.9515  -0.2916
11 C -26.9588 21.5504 18.9071  0.6903
12 O -26.9396 22.7560 19.1986  -0.5774
13 O -25.8297 20.8092 18.5677  -0.3425
14 H -25.2823 18.4760 19.7804  0.3554
15 H -24.3045 18.7809 18.4050  0.3330
16 H -25.2710 17.3964 18.4470  0.3762
17 H -26.2493 19.5042 16.9550  0.2718
18 H -27.6266 18.7647 19.4223  0.2895
19 H -28.3619 19.1550 17.8037  0.3010
20 C -18.3274 14.9195 21.7578  -1.4658
21 C -17.1649 14.0755 22.2657  0.4750
22 C -16.3868 14.7934 23.3327  -0.4703
23 O -16.1347 13.7422 24.3130  -0.3256
24 C -17.0502 12.8037 24.2107  0.6900
25 O -17.1491 11.8711 25.0271  -0.5903
26 O -17.7858 13.0391 23.0670  -0.3338
27 H -19.1642 15.1536 22.4158  0.3742
28 H -18.8509 14.3912 20.9609  0.3631
29 H -17.9978 15.8571 21.3102  0.3901
30 H -16.6419 13.6788 21.3956  0.2670
31 H -17.0228 15.5516 23.7896  0.3106
32 H -15.4544 15.1693 22.9114  0.3158
33 C -26.6951 13.2722 13.9097  -0.3972
34 C -26.3509 11.9459 13.2000  0.2126
35 O -25.0194 11.8249 13.6729  -0.3184
36 C -24.4806 13.0303 13.9235  0.7155
37 O -23.2845 13.2475 14.1468  -0.5530
38 O -25.4566 13.8914 13.8250  -0.3237
39 F -26.3404 12.1761 11.8690  -0.2626
40 H -26.8743 13.0665 14.9650  0.2989
41 H -27.4801 13.7776 13.3472  0.3098
42 H -26.9037 11.0293 13.4055  0.3179
43 C -21.2434 8.2248 17.8896  -0.5084
44 C -20.2387 8.0770 18.9797  0.3536
45 O -19.0928 8.4925 18.3495  -0.2667
46 C -19.2342 8.4141 17.0724  0.6228
47 O -18.3648 8.7226 16.2521  -0.5571
48 O -20.4864 7.9660 16.7111  -0.2990
49 F -20.0768 6.7692 19.2641  -0.2828
50 H -21.6612 9.2271 17.7951  0.3109
51 H -22.1434 7.6138 17.9588  0.3096
52 H -20.5799 8.5606 19.8950  0.3173
53 C -33.3431 16.2701 25.6486  -0.4537
54 C -31.8309 16.1042 25.7819  0.2287
55 O -31.5728 16.7826 27.0132  -0.2892
56 C -32.4656 17.7880 27.0578  0.6194
57 O -32.3405 18.7499 27.8113  -0.5204
58 O -33.5725 17.5217 26.2712  -0.2955
59 F -31.2990 16.6301 24.7629  -0.2635
60 H -33.8028 15.4575 26.2112  0.3205
61 H -33.5660 16.3752 24.5868  0.3137
62 H -31.6560 15.0299 25.8384  0.3402
63 C -22.9633 13.0932 29.0828  -0.3980
64 C -23.9828 13.2948 27.9872  0.4278
65 O -23.5458 14.4419 27.2478  -0.3160
66 C -22.2608 14.7238 27.7814  0.6571
67 O -21.5887 15.6800 27.4352  -0.5375
68 O -21.8892 13.8188 28.6288  -0.3012
69 F -25.0617 13.7042 28.6039  -0.2887
70 H -22.5729 12.0778 29.1518  0.2392
71 H -23.3252 13.3759 30.0714  0.2470
72 H -24.1788 12.3773 27.4323  0.2703

Calculated values
Orbital gap, eV: 2.34
LUMO level, eV: -9.369
HOMO, eV: -11.7
Net charge: +1
Energy above the lowest of the compared OMol25 structures with the same formula, charge and spin, eV: 6.724


5.
Entry from the OMol25 dataset: a 6-piece molecular cluster, CH14O5S overall in a non-equilibrium geometry (ωB97M-V/def2-TZVPD).

Each line ends with the Mulliken charge.
Positions of all 21 atoms, in Å:
1 C -2.7036 -0.5083 -1.3919  -0.8346
2 S -1.5550 0.7003 -2.1231  -0.2129
3 H -2.3647 -1.5237 -1.5951  0.3096
4 H -3.7281 -0.3898 -1.7299  0.3113
5 H -2.7487 -0.5008 -0.3061  0.2975
6 H -1.9326 0.2050 -3.3138  0.1188
7 H 3.2390 -0.3589 -1.2965  0.2912
8 H 2.5459 -0.0548 0.0126  0.2802
9 O 3.3568 -0.4265 -0.3435  -0.5802
10 H 1.2107 2.0948 -0.6172  0.2795
11 H 1.3563 2.1730 -2.1368  0.3219
12 O 1.7911 2.4134 -1.3131  -0.5977
13 H -1.2808 -3.9837 2.3400  0.3182
14 H -0.1466 -3.0576 1.7775  0.3121
15 O -1.0588 -3.0888 2.0716  -0.6280
16 H 3.1027 0.4961 1.8944  0.2888
17 H 3.3537 -0.9579 2.2569  0.3190
18 O 3.5436 -0.0595 2.5407  -0.5961
19 H -1.4310 2.1678 0.5579  0.2889
20 H -2.4703 2.7482 1.4937  0.3126
21 O -2.0797 1.9117 1.2217  -0.6001

Calculated values
Orbital gap, eV: 9.58
LUMO level, eV: 0.008
HOMO, eV: -9.6
SMILES: CS.O.O.O.O.O
Energy above the lowest of the compared OMol25 structures with the same formula, charge and spin, eV: 1.244


6.
Entry from the OMol25 dataset: a 13-piece molecular cluster, H26O13 overall in a non-equilibrium geometry (ωB97M-V/def2-TZVPD).

Each line ends with the Mulliken charge.
Positions of all 39 atoms, in Å:
1 H 0.8094 0.3324 0.1764  0.2685
2 H 0.0887 -0.6405 1.0951  0.0850
3 H -2.8366 -2.3162 -0.0133  0.2227
4 H -3.8221 -3.0974 0.8402  0.3241
5 H 3.5175 -2.0791 -0.9613  0.3124
6 H 4.1306 -1.8724 -2.3365  0.2861
7 H 0.3871 2.1273 1.8287  0.2317
8 H -0.2722 3.3992 1.3212  0.2634
9 H 3.5032 2.9576 0.2235  0.3086
10 H 2.4631 4.0592 0.3446  0.3221
11 H -0.1276 -0.1207 -1.6482  0.2819
12 H 0.2213 0.3618 -3.0465  0.2504
13 H 3.0973 -0.4784 0.1245  0.2642
14 H 4.0879 -0.1075 -0.9670  0.3011
15 H 2.0308 1.4300 -0.5124  0.1934
16 H 0.7547 1.9074 -1.1859  0.3261
17 H -2.5173 -0.1219 0.4386  0.1974
18 H -2.5695 1.3574 0.0937  0.2566
19 H -1.1140 -0.8611 3.1847  0.2982
20 H -1.0697 0.5712 2.6782  0.2968
21 H -4.2841 2.2487 -2.3713  0.2989
22 H -3.5260 1.0264 -1.8801  0.2707
23 H 1.0096 -3.1593 3.7506  0.2950
24 H 0.7880 -2.9475 2.2620  0.2901
25 H -2.7893 -3.0631 -2.8068  0.3097
26 H -2.8855 -2.0712 -1.6592  0.2515
27 O -0.0600 0.1352 0.5427  -0.2071
28 O -2.9007 -3.0902 0.5575  -0.5636
29 O 3.3368 -2.2014 -1.9001  -0.5637
30 O 0.5514 2.9005 1.2773  -0.4789
31 O 3.3921 3.8690 0.5168  -0.6310
32 O 0.4817 0.4555 -2.1233  -0.5442
33 O 3.1742 0.0283 -0.6919  -0.6184
34 O 1.4194 2.1745 -0.5410  -0.5427
35 O -2.1238 0.7269 0.6705  -0.4585
36 O -0.6553 -0.0233 3.3137  -0.6552
37 O -3.5560 1.9862 -1.7970  -0.6013
38 O 0.3360 -2.9000 3.1119  -0.5744
39 O -2.4708 -2.9040 -1.9111  -0.5676

Calculated values
Orbital gap, eV: 8.11
LUMO level, eV: -0.601
HOMO, eV: -8.7
Energy above the lowest of the compared OMol25 structures with the same formula, charge and spin, eV: 5.909


> Among the records above, which one has the lowest HOMO?

C21H25F4O21Pb


> Look up the HOMO of the first one.

-9.0 eV


> LUMO level of number 4 (C21H25F4O21Pb)?

-9.369 eV